{"formula": "H6O3", "method": "the ωB97M-V functional and the def2-TZVPD basis", "smiles": "O.O.O", "homo_ev": -10.89, "relative_energy_kcal_mol": 37.40, "largest_force_ha_per_bohr": 0.08643, "energy_ha": -229.26547, "elements": ["O", "H", "H", "O", "H", "H", "O", "H", "H"], "positions_angstrom": [[0.146, 2.042, -0.599], [0.614, 1.166, -0.607], [-0.570, 1.985, 0.034], [-0.916, -1.427, -0.263], [-1.353, -1.375, 0.629], [-1.547, -1.448, -0.910], [0.923, -0.521, 0.396], [0.772, 0.066, 1.166], [1.932, -0.489, 0.155]], "nbo_charge": [-0.9680, 0.4932, 0.4612, -0.9234, 0.4649, 0.4603, -0.9374, 0.4712, 0.4779]}